No. 1
Below is a structure of composition C7H11NPTl in a non-equilibrium geometry, with properties calculated with ωB97M-V with the def2-TZVPD basis set.

F_max, eV Å⁻¹: 5.27
Electronic energy, eV: -22901.4386
Frontier orbital gap (spin up / spin down), eV: 4.8943 / 4.8947
Relative energy (zero: lowest compared OMol25 entry of this formula, charge and spin), kcal per mole: 0.0
Molecular weight, g/mol: 344.5

Positions of all 21 atoms, in Å:
C 0.233 -1.962 -0.616
C -0.627 -2.957 -0.272
C -1.916 -2.832 0.299
C -2.556 -1.593 0.544
C -2.005 -0.372 0.321
Tl 0.007 0.032 -0.016
P 2.085 0.698 -1.201
H 1.239 -2.142 -1.019
H -0.268 -3.965 -0.481
H -2.477 -3.751 0.483
H -2.527 0.588 0.384
H -3.596 -1.614 0.884
H 1.820 1.677 -2.165
H 2.629 -0.353 -1.963
H 3.203 1.206 -0.550
C 0.470 2.148 4.181
C 0.349 1.417 2.996
N 0.260 0.840 1.987
H 0.451 3.205 3.937
H 1.411 1.887 4.652
H -0.365 1.896 4.826

Atomic partial charges in e from the Löwdin method, atoms 1 to 5: -0.352, -0.296, -0.196, -0.271, -0.327



No. 2
Below is an isolated molecule of C7H11NSe in a non-equilibrium geometry, with properties calculated with ωB97M-V with the def2-TZVPD basis set.

F_max, eV Å⁻¹: 5.65
Electronic energy, eV: -74268.7833
Frontier orbital gap, eV: 8.1814
Relative energy (zero: lowest compared OMol25 entry of this formula, charge and spin), kcal per mole: 106.8
Molecular weight, g/mol: 188.1

Positions of all 20 atoms, in Å:
C 2.851 0.931 0.063
C -1.555 0.874 1.372
C -1.610 1.213 -0.146
C -0.983 -0.600 1.467
C -0.831 0.106 -0.857
C -0.176 -0.718 0.203
C 2.148 -1.405 -1.304
N 3.082 1.991 -0.353
Se 1.609 -0.554 0.468
H -1.090 1.402 2.074
H -2.572 0.801 1.614
H -2.679 1.218 -0.500
H -1.060 2.086 -0.337
H -0.370 -0.750 2.383
H -1.723 -1.428 1.588
H -1.415 -0.617 -1.415
H -0.008 0.396 -1.555
H 2.123 -2.493 -1.255
H 1.177 -1.385 -1.771
H 3.081 -1.068 -1.738

Atomic partial charges in e from the Löwdin method, atoms 1 to 5: -0.486, -0.145, -0.147, -0.234, -0.252



No. 3
Below is a structure of composition C7H11O6Zn in a non-equilibrium geometry, with properties calculated with ωB97M-V with the def2-TZVPD basis set.

F_max, eV Å⁻¹: 5.63
Electronic energy, eV: -68132.1296
Total charge: +1
Frontier orbital gap, eV: 9.0573
Relative energy (zero: lowest compared OMol25 entry of this formula, charge and spin), kcal per mole: 0.0
Molecular weight, g/mol: 256.5

Positions of all 25 atoms, in Å:
O -2.960 1.757 -0.120
O -1.359 2.176 1.347
O -1.990 0.063 0.874
C -2.118 1.313 0.717
C -0.358 1.675 2.238
H 0.163 2.556 2.623
H 0.336 1.021 1.699
H -0.831 1.135 3.066
Zn -3.257 -0.082 -0.521
C -1.432 -0.084 -2.416
H -1.738 0.736 -3.068
C -2.130 -1.210 -2.053
H -1.970 -2.068 -1.397
O -0.206 0.202 -1.886
C 0.457 -0.774 -1.221
O 0.090 -1.928 -1.235
O 1.448 -0.242 -0.573
C 2.264 -1.129 0.232
C 3.315 -0.295 0.919
H 2.712 -1.879 -0.432
H 1.607 -1.641 0.946
H 3.958 0.209 0.185
H 3.946 -0.961 1.523
H 2.861 0.459 1.575
H -2.807 -1.008 -3.023

Atomic partial charges in e from the Löwdin method, atoms 1 to 5: -0.001, 0.049, -0.022, -0.728, 0.003



No. 4
Below is a cluster of 2 separate species, C7H12 in total, with properties calculated with ωB97M-V with the def2-TZVPD basis set.

F_max, eV Å⁻¹: 0.17
Electronic energy, eV: -7451.9659
Frontier orbital gap, eV: 9.2820
Relative energy (zero: lowest compared OMol25 entry of this formula, charge and spin), kcal per mole: 33.8
Molecular weight, g/mol: 96.2
SMILES string: C/C=C1/C=CCC1.[H][H]

Positions of all 19 atoms, in Å:
C 2.458 -0.895 -0.220
C 1.135 -0.832 -0.924
C -0.002 -0.349 -0.415
C -1.313 -0.364 -1.083
C -2.292 -0.039 -0.233
C -1.762 0.238 1.154
C -0.231 0.282 0.949
H 2.855 -1.918 -0.229
H 3.207 -0.260 -0.709
H 2.380 -0.575 0.824
H 1.109 -1.234 -1.937
H -1.442 -0.648 -2.124
H -3.351 -0.017 -0.473
H -2.158 1.166 1.582
H -2.053 -0.571 1.839
H 0.322 -0.215 1.752
H 0.109 1.326 0.921
H -0.306 2.492 -1.402
H 0.412 2.687 -1.410

Atomic partial charges in e from the Löwdin method, atoms 1 to 5: -0.099, -0.125, -0.289, -0.079, -0.090



No. 5
Below is an isolated molecule of C7H12, with properties calculated with ωB97M-V with the def2-TZVPD basis set.

F_max, eV Å⁻¹: 0.22
Electronic energy, eV: -7452.1672
Frontier orbital gap, eV: 10.9746
Relative energy (zero: lowest compared OMol25 entry of this formula, charge and spin), kcal per mole: 29.2
Molecular weight, g/mol: 96.2
SMILES string: CC1CC2(CC2)C1

Positions of all 19 atoms, in Å:
C -2.618 0.056 0.081
C -1.164 -0.373 0.062
C -0.218 0.217 -1.011
C 0.883 0.143 0.040
C 1.990 -0.861 -0.020
C 2.294 0.619 -0.009
C -0.178 0.156 1.138
H -3.113 -0.198 -0.864
H -2.706 1.139 0.223
H -3.169 -0.438 0.890
H -1.090 -1.467 0.027
H -0.082 -0.330 -1.950
H -0.491 1.258 -1.229
H 2.133 -1.412 -0.947
H 2.212 -1.429 0.881
H 2.643 1.070 -0.936
H 2.742 1.037 0.888
H -0.445 1.180 1.434
H -0.004 -0.443 2.039

Atomic partial charges in e from the Löwdin method, atoms 1 to 5: -0.078, -0.352, -0.088, -0.450, -0.093



No. 6
Below is a cluster of 2 separate species, C7H12 in total in a non-equilibrium geometry, with properties calculated with ωB97M-V with the def2-TZVPD basis set.

F_max, eV Å⁻¹: 1.45
Electronic energy, eV: -7450.3181
Frontier orbital gap, eV: 9.6729
Relative energy (zero: lowest compared OMol25 entry of this formula, charge and spin), kcal per mole: 71.8
Molecular weight, g/mol: 96.2
SMILES string: C[C@@H]1C=CC1.C=C

Positions of all 19 atoms, in Å:
C 1.592 -1.668 -1.393
C 1.041 -0.614 -0.449
C 0.087 -1.129 0.600
C -0.934 -0.449 0.104
C -0.170 0.206 -1.009
H 2.178 -1.200 -2.190
H 0.774 -2.239 -1.854
H 2.233 -2.375 -0.855
H 1.825 0.032 -0.042
H 0.126 -1.845 1.413
H -1.949 -0.738 0.223
H -0.005 1.292 -1.023
H -0.569 -0.100 -1.979
C -0.509 2.074 1.508
C -1.648 1.389 1.535
H -0.366 2.907 0.826
H 0.353 1.776 2.103
H -2.476 1.619 0.869
H -1.837 0.580 2.234

Atomic partial charges in e from the Löwdin method, atoms 1 to 5: -0.079, -0.355, -0.066, -0.187, -0.130